{
  "formula": "C6H12O",
  "method": "ωB97M-V/def2-TZVPD",
  "symbols": ["O", "C", "C", "C", "C", "C", "C", "H", "H", "H", "H", "H", "H", "H", "H", "H", "H", "H", "H"],
  "xyz": [[-0.00181, -2.35496, -0.81548], [0.05696, 1.26638, 1.45155], [1.10385, -0.38843, -0.05765], [-0.89008, -0.49505, -1.88566], [0.63889, -0.15397, 1.41558], [0.04071, -1.00917, -0.85850], [-0.80351, 1.47699, 0.24498], [-0.16166, -0.86695, 1.65790], [-0.48415, 1.40256, 2.40043], [-0.62380, 2.41456, -0.29352], [-0.82678, -1.10241, -2.80170], [0.76351, -2.69344, -0.32214], [-1.87234, 1.29529, 0.36129], [1.45048, -0.31967, 2.13866], [-1.92200, -0.56445, -1.52472], [0.90047, 1.97204, 1.46356], [1.32848, 0.59077, -0.49604], [1.99836, -1.04171, -0.05747], [-0.69558, 0.57163, -2.02105]],
  "mol_weight_g_mol": 100.16,
  "e_homo_ha": [-0.2277, -0.2973],
  "e_lumo_ev": [0.52, 0.84],
  "de_lowest_kcal_mol": 94.1,
  "energy_ha": -310.90938,
  "orbital_gap_ev": [6.7, 8.9]
}